The following is a quantum chemistry calculation of a 13-piece molecular cluster, C63H160N8O21 overall in a non-equilibrium geometry, from OMol25.

Each line ends with the Löwdin charge.
Atoms and positions in Å:
C: 7.675992 6.081751 -5.762092  -0.112
H: 1.650862 1.121399 -5.543771  0.121
C: -0.054593 -4.699821 7.045667  -0.123
H: -3.722947 1.007648 -2.960340  0.137
H: 2.776619 0.011521 3.770668  0.126
H: -4.130044 -0.917886 3.095378  0.112
C: 2.323735 -3.184689 1.368003  -0.205
H: 1.858506 2.360886 6.898022  0.059
H: -7.297404 0.809752 0.442359  0.107
H: 2.296618 4.981063 -7.556435  0.084
H: 3.776542 1.076527 5.518745  0.065
H: -0.778618 -3.285832 -6.361734  0.095
H: 6.650538 2.937868 -4.082351  0.131
H: -0.692388 2.100287 -0.535037  0.101
H: 2.155079 3.986440 0.835808  0.046
H: 3.534678 -3.190448 -4.182688  0.057
H: 3.187008 0.667015 0.461845  0.106
H: 3.997306 8.043136 -3.331805  0.072
H: 2.096559 -2.447492 -0.707786  0.116
H: 1.551596 -0.740334 -8.087760  0.118
H: 0.388932 1.180029 4.917033  0.117
H: 3.432100 -4.361992 -1.564507  0.110
H: 1.867940 -3.782413 -2.424514  0.090
O: 4.047238 -1.404993 -3.538828  -0.217
H: 2.542341 -2.859511 -7.116742  0.115
H: -1.427923 -5.740984 2.754239  0.001
C: 0.820140 -7.204747 2.710255  -0.079
H: 6.181155 3.717035 2.125045  0.091
H: -0.172896 4.849205 0.459206  0.126
H: 5.116763 -3.151205 -3.447656  0.073
C: -5.012368 -0.778760 5.713909  -0.262
C: 2.321241 3.974716 -7.948487  -0.115
H: -1.428916 0.937507 1.805810  0.118
N: -3.268385 -6.101089 3.722248  -0.067
H: -4.872724 -0.251889 -3.076926  0.112
H: 5.969503 -0.964187 -3.111467  0.108
C: -4.975348 -1.540073 3.422556  -0.180
N: 0.179452 0.426222 0.396081  -0.020
O: 4.512288 2.845756 1.346052  -0.206
H: 0.532747 3.312380 3.783086  0.012
C: 4.445481 -2.649129 -4.107038  -0.091
C: 0.294281 1.674479 -0.368301  -0.172
H: 6.375154 3.820077 -6.395651  0.129
H: 4.683791 4.624787 2.326144  0.078
H: 2.979124 3.891837 -8.828920  0.091
H: 5.533186 1.066088 0.978472  0.127
H: -2.195822 -0.259217 -1.495523  0.085
C: 0.054463 -0.565239 -2.648619  -0.055
C: 3.884895 1.156377 -0.248100  -0.239
H: 5.414946 4.340608 -2.770712  0.142
C: -1.174513 4.250955 -2.369843  -0.068
H: 1.761181 1.060975 -1.941090  0.088
H: 0.925125 -3.024406 -7.690152  0.124
H: 1.781014 -3.730130 2.112708  0.101
C: 1.515805 -1.004384 -7.035448  -0.210
H: 0.373426 7.066294 1.068955  0.055
C: 5.035849 1.939407 0.439166  -0.241
C: -1.524603 -1.590093 4.548052  -0.050
C: 3.766758 7.100002 -3.743294  -0.058
H: 0.555171 -1.044074 2.794261  0.096
H: -3.797101 -5.300338 5.659326  0.113
H: 0.363212 3.143432 7.376268  0.093
H: -1.292329 -1.810982 -0.452372  0.084
N: -3.017072 -2.134963 -1.815786  -0.029
O: -2.987267 3.959910 1.936325  -0.085
H: 1.926054 1.518442 -8.077276  0.120
H: 3.685699 1.574921 -7.826780  0.126
H: -4.527095 -1.772272 5.826362  0.131
H: -1.067766 6.687762 1.997249  0.061
H: -0.570632 -1.931689 -5.136560  0.065
H: 0.538653 4.067717 -4.488938  0.083
C: 0.094288 -6.418025 1.705745  -0.435
H: 2.281449 -5.478630 -2.185548  0.089
H: -1.821244 1.649884 5.699392  0.066
H: -3.577941 -7.045817 3.867981  0.109
N: -5.772630 -0.925718 4.504290  -0.019
H: 0.611132 -0.607420 -6.566341  0.120
C: -3.831638 2.776669 2.012550  -0.459
H: -0.374831 -8.210758 0.414963  0.078
H: 5.689273 2.274750 -0.425585  0.135
H: -3.289565 -0.589508 -6.200899  0.086
H: 1.573575 -6.833089 3.409385  0.085
C: -0.889645 -7.320002 0.817736  -0.029
H: -1.710615 -7.731808 1.445212  0.078
H: -3.067691 2.009490 0.128481  0.080
H: 2.925224 4.642657 -1.723515  0.088
H: 3.375986 4.382545 -4.675553  0.088
O: 3.718267 6.209928 -2.599610  -0.194
O: 1.528081 -4.499812 -0.508654  -0.236
C: 5.093225 -0.471424 -3.432358  -0.218
O: 4.644887 -0.566365 4.603038  -0.171
H: -5.479037 4.119839 2.335086  0.116
C: -7.554447 -6.037801 4.106464  -0.141
H: -1.615452 3.439989 5.778069  0.086
H: -3.797308 -4.573832 2.407998  0.100
H: 0.167353 -5.394970 -3.250156  0.094
O: -6.280603 1.010498 6.589017  -0.194
H: -1.354228 -6.748304 0.016828  0.038
C: 2.315602 -4.491083 -1.703254  -0.120
H: 0.070439 -4.236110 8.014369  0.093
H: -0.579825 -0.931829 -3.493952  0.076
H: 0.287458 1.252892 2.299406  0.118
H: -1.583476 2.645550 4.224096  0.061
N: 2.707942 -0.466456 -6.390695  -0.031
H: -1.169212 -4.511666 -0.096785  0.119
H: -5.818375 2.963062 6.196005  0.089
C: 2.733546 1.742483 -7.360393  -0.227
C: -4.039926 2.267776 0.622244  -0.056
C: 3.736293 -0.482804 3.484259  -0.210
O: -6.188278 -0.378051 1.761228  -0.228
H: 2.678810 -2.255447 3.787809  0.120
H: 3.562614 -0.518584 -1.354430  0.104
O: -0.129693 0.883289 -2.589692  -0.173
H: -4.477018 0.442924 -5.388066  0.093
H: 5.349037 -0.030937 -4.455290  0.138
O: -3.326489 -0.689869 -4.189228  -0.200
H: 8.488362 6.526215 -5.235232  0.076
N: 4.347215 0.146824 -1.155512  -0.042
C: 2.949739 5.012475 -2.702032  -0.215
H: 0.954395 2.456463 0.090831  0.109
C: -6.928311 -0.256525 0.559698  -0.093
O: -0.281663 4.177842 2.426129  -0.094
C: -5.325063 2.050759 6.570867  -0.111
H: -1.785320 4.647134 -1.594847  0.069
H: 0.449050 -5.631984 7.007295  0.073
H: -4.151503 -6.155459 1.791631  0.140
H: -0.667688 4.726161 -5.643621  0.078
H: -6.238962 -0.085961 4.303846  0.087
C: -5.112527 3.129640 2.832716  -0.017
H: 4.389950 6.750299 -4.545049  0.051
C: -2.997974 -5.261370 4.928583  -0.139
H: -1.612054 -1.146474 5.523022  0.080
H: -0.176295 4.440539 -2.013321  0.063
C: 1.603650 -3.154341 0.008458  -0.190
H: 3.295970 1.950763 -0.749066  0.100
N: 2.782918 -1.847313 1.715242  -0.055
C: 0.793743 1.515895 -1.785025  -0.273
H: 5.198376 5.006131 -5.669190  0.092
C: -1.563408 -5.575715 5.545089  -0.212
O: 2.683906 3.078633 -6.944169  -0.219
H: -3.490738 4.507113 1.322145  0.090
H: -8.154409 -5.494445 3.338837  0.097
C: -0.446117 -0.772661 2.511223  -0.215
H: 0.136203 -5.681728 -1.464431  0.055
C: 3.522891 3.977455 -3.669151  -0.224
H: -4.224836 -0.023683 5.605951  0.101
H: 4.346187 -2.485577 3.024383  0.128
H: 1.887510 5.145660 -3.052660  0.110
H: 0.620294 -2.682905 0.267038  0.110
H: -2.707982 0.843987 -5.329711  0.086
O: -1.082459 -4.188849 -2.165272  -0.180
C: -0.450936 -5.420841 -2.335436  -0.123
H: -5.438873 -4.422400 4.038972  0.111
H: 2.811301 3.049489 -3.750152  0.125
H: 2.715049 7.039797 -4.250224  0.119
H: -3.244879 2.005922 2.578385  0.129
H: -4.456037 -2.420638 3.850747  0.083
H: -5.339293 -2.154665 1.354648  0.110
C: 0.778511 2.260973 6.804752  -0.057
H: 0.416718 -4.086944 6.266770  0.083
O: -1.162437 -0.489945 3.672723  -0.213
C: -5.574087 -5.197608 3.266301  -0.230
H: 8.048466 5.645012 -6.664725  0.071
H: -4.532575 1.875763 5.845944  0.051
C: -5.837241 -1.652361 2.169044  -0.251
C: 4.707846 0.614141 -2.477082  -0.223
C: -3.803657 -0.111494 -3.026588  -0.231
C: -3.162201 -0.708590 -1.781343  -0.235
H: 6.887900 6.866664 -6.070258  0.112
H: -2.935054 4.762237 -5.001629  0.083
C: -0.268232 -2.951486 -5.450548  -0.055
H: 0.855637 -5.858476 1.052224  0.133
H: 1.083513 -0.916413 -2.891984  0.092
H: 0.993059 2.534078 -2.138397  0.097
H: -2.913838 -4.233831 4.552935  0.090
C: 2.566915 0.938908 -6.093851  -0.203
C: -4.203259 -5.528105 2.731234  -0.199
C: -3.455506 0.048052 -5.339555  -0.118
H: -5.068415 -0.264119 7.697261  0.129
C: -1.754306 -4.040731 -0.991907  -0.270
H: 1.351947 -7.914230 2.095281  0.077
H: 2.113110 4.643738 2.418226  0.078
H: -4.888465 3.363919 3.870961  0.055
H: -1.403533 3.209974 -2.353564  0.066
N: 4.922027 3.696797 -3.422352  -0.054
H: 1.346809 3.647887 -8.351373  0.089
H: -8.017715 -7.019919 4.302968  0.093
C: 0.239569 2.186882 5.363201  -0.482
O: -6.288008 -6.382110 3.654810  -0.186
C: 0.307711 5.054268 1.455929  -0.441
C: 4.729788 0.698146 5.207432  -0.118
O: 0.948424 3.143520 4.620983  -0.064
H: 5.201880 0.462129 6.183751  0.101
H: -2.673575 -2.750606 0.288135  0.119
C: 1.840610 4.878868 1.396945  -0.046
H: 4.964631 -2.504985 -5.125823  0.122
H: -1.235668 4.209816 2.263534  0.044
H: -6.235514 -0.582569 -0.249890  0.084
H: 2.750788 -0.930831 -5.521619  0.061
H: -7.836872 -0.916603 0.624835  0.099
H: -0.676903 -2.296567 4.652748  0.090
C: -0.550870 4.167473 -4.715455  -0.051
H: -0.915051 -1.501626 1.904843  0.098
H: -1.015599 3.239399 -4.948950  0.069
H: -3.827468 -0.280587 -0.938026  0.120
H: -2.502890 -2.399810 -2.690669  0.114
H: 5.464917 1.295419 -2.401699  0.068
H: 2.374046 5.709370 0.895013  0.094
H: -0.518402 -3.607384 -4.673013  0.046
H: -2.663952 -4.665360 -0.866313  0.125
H: -6.709448 -2.301389 2.368356  0.120
C: 5.703393 3.264598 -4.553690  -0.209
C: 1.550680 -2.488389 -6.951862  -0.212
H: -1.252601 5.916264 -3.606425  0.149
H: -1.438929 -6.658456 5.755142  0.132
O: -0.763865 -5.347389 2.209566  -0.095
H: 3.267932 -3.872003 1.204438  0.150
H: -0.844030 -5.195737 4.790907  0.106
H: -7.488184 -5.486936 5.065952  0.096
H: 3.418517 1.349561 -5.505961  0.102
H: 5.388837 4.643560 0.716757  0.087
H: -5.820717 2.331941 2.799037  0.055
H: 4.158715 0.089792 2.612386  0.118
C: -0.017525 6.525808 1.882058  -0.033
C: -1.279001 2.514483 5.285535  -0.043
C: -1.455608 4.819756 -3.720118  -0.490
C: 3.415891 -1.898963 3.061308  -0.187
H: 0.148458 -7.801868 3.311062  0.076
H: -0.161502 -1.017687 -1.682340  0.042
H: 0.512041 1.375931 7.384634  0.067
H: 5.293993 2.366276 -5.083542  0.112
C: -0.374866 0.567719 1.738175  -0.155
H: -2.456619 -2.087746 4.247643  0.049
O: -2.821225 4.540669 -4.073837  -0.038
C: -5.785352 -0.284606 6.846415  -0.241
H: 3.867656 1.249843 -2.860593  0.108
H: 5.232738 1.464114 4.673404  0.075
O: -1.388870 -4.952753 6.780256  -0.188
H: -1.209473 -6.238297 -2.404869  0.105
H: 0.491969 6.623119 2.855041  0.097
C: -2.125105 -2.558010 -0.693746  -0.183
H: -6.149468 -4.776927 2.425919  0.120
O: 1.183313 -2.972173 -5.641792  -0.206
H: 3.440098 -1.542920 1.058470  0.069
H: -6.677407 -0.931999 7.126372  0.149
H: -4.911451 2.175001 7.641785  0.121
C: 5.263697 4.038495 1.614984  -0.073
O: 7.086560 5.115003 -4.936306  -0.191
H: 0.989572 -0.145925 0.410075  0.070
H: -4.585359 1.313188 0.665451  0.058
C: 6.036484 4.373273 -5.512479  -0.231
H: -4.570157 3.004904 -0.032993  0.105

Forces on the atoms, in the same order (eV/Å):
-2.255 0.822 -0.469
-0.471 0.577 -0.041
0.451 0.377 -0.419
0.556 -0.659 -0.361
0.682 -0.046 -0.030
0.157 0.374 0.211
3.204 -0.984 -2.475
0.114 -0.070 -0.529
0.773 -1.258 0.146
-0.028 0.166 0.066
-0.998 0.253 -0.238
0.043 0.254 0.056
-0.102 -0.052 -0.660
-0.260 0.096 0.538
-0.328 0.097 0.095
-0.637 -0.711 -0.463
0.572 0.452 0.046
0.300 1.106 -0.011
-0.167 -0.690 0.522
-0.290 0.233 -0.230
-0.077 0.302 0.378
-1.200 0.543 0.304
0.531 -0.062 0.252
-0.223 -0.136 -0.231
0.769 -0.006 -0.051
-1.203 -0.683 0.746
0.457 -1.603 0.729
0.231 0.515 -0.421
0.455 0.119 0.655
0.696 -0.478 0.542
1.149 -0.978 -1.580
-0.408 -0.961 -1.101
0.839 0.119 -0.703
0.362 0.759 -0.345
-0.775 -0.353 0.601
1.234 -0.662 0.658
-0.281 1.539 0.064
-1.899 0.588 -0.459
-0.334 1.057 -0.256
-0.608 0.227 -0.801
0.551 1.521 -1.273
1.032 -0.191 0.390
0.000 0.690 -0.603
-0.107 -0.109 -0.017
0.281 0.314 0.266
0.364 1.322 -0.368
-0.121 0.369 -0.669
0.023 0.367 -0.885
-0.880 1.443 0.219
-0.781 -0.559 -1.092
-0.553 -0.147 0.602
0.521 -0.601 0.529
-0.039 0.559 0.100
-0.759 0.338 0.612
0.485 0.336 -0.400
0.564 1.544 -0.567
0.417 -3.204 -0.546
1.355 0.569 -0.876
-3.317 -2.606 -0.191
0.642 -0.652 -0.127
-0.044 -0.075 0.415
0.239 -0.779 -0.811
-0.861 -1.173 -0.504
1.070 -0.588 0.529
-0.684 -0.392 0.028
0.138 0.176 -0.020
0.586 -0.556 -0.337
-0.124 0.615 0.784
-0.705 0.093 0.043
-0.142 -0.572 -0.520
-1.003 0.086 0.052
-1.434 2.173 -2.230
-0.355 0.106 0.337
-0.139 0.313 -0.116
0.086 -0.221 0.814
0.692 -1.918 -0.003
-0.306 0.046 -0.177
0.616 -0.260 1.617
-0.079 0.457 -0.075
-0.460 0.372 1.327
0.065 -0.176 -0.079
-0.261 0.945 -0.380
0.992 -0.316 1.077
0.486 0.414 -0.077
-0.626 0.444 0.480
-0.051 -0.644 1.618
0.146 0.209 -0.273
-0.043 0.132 -0.607
1.083 1.824 -0.611
-0.521 0.760 -1.476
-1.095 0.685 -1.629
0.003 -1.791 0.930
-0.905 -0.848 0.545
0.555 -0.288 0.189
0.267 0.346 -0.084
-0.389 0.018 0.446
-0.594 0.338 -0.304
0.214 0.046 0.047
0.565 -1.022 -0.665
-0.155 0.082 0.175
0.202 0.341 1.145
-0.517 0.021 0.240
0.238 -0.367 0.503
0.029 0.157 -0.433
-0.303 1.229 -1.290
-0.042 -0.335 0.607
-1.386 0.302 0.229
-0.012 -0.615 -1.100
0.214 0.009 -0.067
-0.357 1.733 0.574
0.296 -0.548 -0.228
0.937 0.622 0.619
-0.345 -1.802 -1.243
0.060 0.321 -0.305
-0.423 -0.369 1.019
1.511 -1.454 0.277
0.433 0.455 0.476
-0.831 -2.026 -0.539
-0.340 0.213 -1.949
-0.542 -0.524 0.172
-0.359 -0.403 0.154
0.739 -0.005 -0.682
0.120 0.193 1.202
-0.896 0.741 0.556
1.012 -1.077 0.309
-0.503 0.366 1.159
0.441 0.181 -0.338
-0.557 1.153 -0.929
1.036 2.063 -1.771
0.999 -0.054 -0.047
1.040 -0.644 -0.616
-0.464 0.226 0.452
0.615 -0.049 -0.282
-0.585 0.508 1.520
-0.123 -0.205 -0.109
-1.760 -1.104 2.632
0.653 0.514 0.295
-0.923 0.543 -0.662
-1.307 -0.556 -0.807
0.083 0.807 0.555
0.347 0.431 0.018
0.376 -0.141 0.525
0.718 1.652 -0.053
0.234 0.093 0.014
-0.563 -0.229 -0.471
0.588 -0.268 -0.274
-0.305 -0.172 0.346
0.753 0.532 0.407
0.236 -0.822 -0.786
-0.142 0.391 -0.264
0.638 0.596 -1.508
-0.846 -1.360 -0.338
-0.527 -0.467 0.217
1.344 1.179 0.715
1.436 0.718 0.963
-0.327 0.713 -0.366
-0.922 -0.110 -0.629
0.771 -0.351 -0.401
-0.723 0.538 0.718
-0.121 0.276 0.059
-1.320 -0.433 1.350
-0.327 -0.826 -1.209
0.328 -0.398 -0.786
0.390 -0.158 0.178
-0.329 -1.729 0.312
-2.439 -0.024 -0.245
-0.283 1.147 0.608
-0.796 1.695 1.032
1.187 -0.803 0.453
-0.039 0.066 -0.089
1.435 1.434 -0.928
-1.290 -0.991 0.722
-0.140 0.820 -0.051
-0.451 0.051 -0.265
-0.216 -0.099 0.135
1.591 0.240 -0.246
0.982 -0.307 -0.245
-0.324 0.672 -0.260
-0.532 0.055 0.020
0.563 -0.311 3.776
0.437 -0.598 -0.066
0.643 0.528 0.309
0.238 -0.003 -0.049
0.191 -1.059 -0.171
-0.673 -0.248 1.005
-0.135 0.548 0.189
-0.264 0.575 0.029
-0.564 0.700 0.284
1.506 1.146 -0.162
-0.671 0.869 -0.358
0.297 -1.346 2.618
1.252 0.049 0.823
0.336 0.593 -0.579
0.136 0.950 -1.067
-0.749 -0.910 -0.585
-0.884 -0.204 1.312
-0.199 -0.264 0.136
-0.836 0.325 -0.028
0.443 -0.749 1.316
0.732 0.448 -0.347
-0.441 -0.003 -0.389
0.573 0.827 -1.202
-0.532 -1.109 -0.706
0.106 -1.282 0.084
0.594 -1.274 -0.844
-0.745 0.441 0.956
2.324 1.693 0.142
-0.392 -0.113 0.763
-0.140 -0.972 1.217
-0.169 0.372 -0.908
-0.173 0.416 0.134
0.538 -0.421 1.207
-0.970 -1.502 0.718
-0.410 -0.533 -0.610
0.006 0.218 -0.762
1.907 0.236 -0.641
-1.363 0.878 0.253
-0.069 -0.444 0.392
-0.258 0.050 -0.488
-0.533 -0.847 0.250
0.410 -0.126 -0.087
-0.707 -0.417 -0.214
-0.061 -0.278 0.847
0.834 -2.574 0.502
-0.034 -0.593 -0.391
0.416 0.837 0.928
-0.177 0.984 -0.942
-0.434 -0.218 0.276
-0.355 0.031 -0.218
-0.168 -0.099 -0.069
-0.095 0.836 0.524
0.190 -0.136 0.734
0.426 0.115 -0.038
0.468 0.336 0.423
-0.920 -0.560 2.080
0.329 -0.562 -0.252
0.752 0.508 -0.813
-1.341 1.180 0.149
0.265 0.403 -0.357
-0.123 0.600 -0.497
-0.725 -1.577 0.441
0.083 0.378 0.226
-1.059 -0.043 -0.302
1.274 0.424 -1.177
1.042 0.816 -0.429
-0.349 0.119 -1.665
-0.334 -1.073 0.405
0.339 -0.050 0.489
1.022 -0.214 0.060
-0.173 0.393 -0.112
1.324 -1.244 0.038
0.228 -0.575 0.493

The relative energy (zero: lowest compared OMol25 entry of this formula, charge and spin) is 1.879 eV. The LUMO energy is 0.470 eV.